(1)
# C52H49CaIN5P

C52H49CaIN5P as an isolated structure (ωB97M-V/def2-TZVPD, the OMol25 dataset).

Properties
E, eV: -98000.8241
LUMO, eV: 0.035
HOMO, Eh: -0.24382

XYZ file:
```
109
Properties=species:S:1:pos:R:3:forces:R:3:lowdin_charge:R:1
Ca 0.0048 0.3130 1.5072 -0.24 0.52 -0.03 1.392
C -1.2015 2.7641 1.2269 0.20 -0.01 -0.11 -0.299
C -1.8785 2.1918 2.3246 0.10 -0.14 0.19 -0.290
C -0.9391 1.9882 3.3663 0.17 -0.06 -0.08 -0.306
C 0.3245 2.4477 2.9143 -0.07 0.05 -0.05 -0.329
C 0.1592 2.9278 1.5881 0.10 -0.14 0.09 -0.323
C 1.2453 3.4974 0.7179 0.03 0.07 -0.04 -0.042
C 1.6096 2.4522 3.6947 0.07 0.00 0.05 -0.052
C -1.2711 1.4578 4.7301 -0.04 -0.02 0.05 -0.046
C -3.3582 2.0201 2.4953 -0.04 -0.01 0.00 -0.047
C -1.8104 3.2448 -0.0584 -0.01 0.01 -0.05 -0.047
H 1.5900 2.8188 -0.0745 -0.02 -0.01 0.01 0.059
H 2.1233 3.7573 1.3114 0.00 -0.01 0.01 0.074
H 0.9196 4.4100 0.2115 -0.02 -0.01 0.01 0.075
H 2.4671 2.1686 3.0775 -0.01 0.01 -0.01 0.064
H 1.5792 1.7455 4.5268 -0.02 0.00 0.00 0.057
H 1.8317 3.4380 4.1162 -0.02 0.00 0.00 0.081
H -1.8042 0.5022 4.6868 -0.01 0.01 -0.02 0.070
H -1.9087 2.1504 5.2894 0.00 0.01 -0.01 0.079
H -0.3728 1.2941 5.3259 0.00 -0.01 0.00 0.059
H -3.6180 1.0485 2.9239 0.01 0.00 0.01 0.066
H -3.8932 2.1109 1.5504 0.01 0.00 0.00 0.056
H -3.7616 2.7812 3.1716 0.01 0.01 0.00 0.082
H -1.1496 3.0631 -0.9112 0.00 -0.01 0.01 0.049
H -2.0127 4.3210 -0.0377 0.02 0.00 0.02 0.084
H -2.7577 2.7470 -0.2712 -0.02 0.00 0.02 0.057
C 3.8328 -0.5808 6.8161 0.05 0.00 0.05 -0.054
C 2.8457 -0.9366 5.7406 0.00 0.00 -0.06 -0.285
C 1.5306 -1.2944 6.0445 0.00 0.00 -0.01 -0.040
C 0.6110 -1.5683 5.0576 -0.04 0.00 0.03 -0.036
C 0.9289 -1.5234 3.6840 0.04 0.02 0.13 -0.275
N -0.0118 -1.6791 2.6892 -0.04 0.35 -0.44 -0.075
C -0.9700 -2.6495 2.7548 -0.10 -0.20 0.02 -0.247
C -0.8002 -3.8302 3.5110 0.01 0.00 -0.02 -0.027
C -1.7175 -4.8588 3.5250 0.02 0.00 0.02 -0.052
C -2.8759 -4.8084 2.7582 -0.01 0.06 -0.06 -0.293
C -3.8521 -5.9509 2.7107 -0.03 -0.05 0.00 -0.061
C -3.0622 -3.6701 1.9914 0.05 0.01 0.01 -0.001
C -2.1704 -2.5994 1.9973 0.04 -0.19 0.09 -0.113
N -2.5664 -1.4747 1.1931 0.07 -0.01 -0.04 -0.077
C -3.8408 -1.0754 0.9915 0.00 -0.01 0.04 -0.070
C -3.8524 -0.1817 -0.0530 0.00 -0.04 0.06 -0.058
C -2.5120 -0.0834 -0.4373 0.02 -0.08 0.03 -0.209
N -1.7411 -0.8751 0.3009 0.17 -0.06 -0.07 -0.027
C 2.2648 -1.1778 3.3939 0.00 0.04 0.24 -0.146
C 3.1835 -0.8830 4.4022 -0.04 0.01 -0.06 0.004
N 2.7853 -1.1492 2.0588 0.07 -0.13 -0.14 -0.097
C 3.8288 -1.8755 1.6150 0.03 0.03 0.02 -0.052
C 4.1421 -1.4341 0.3486 -0.06 -0.09 0.02 -0.047
C 3.2090 -0.4231 0.0962 0.05 0.10 0.01 -0.140
N 2.4056 -0.2405 1.1348 -0.37 -0.06 0.15 0.003
H 3.6003 -1.0977 7.7473 0.00 0.00 0.00 0.075
H 3.8235 0.4916 7.0251 -0.01 0.00 -0.01 0.081
H 4.8496 -0.8496 6.5283 0.00 0.01 -0.01 0.075
H 1.2176 -1.3379 7.0819 0.00 0.00 0.00 0.115
H -0.4084 -1.8102 5.3302 0.00 -0.01 -0.01 0.119
H 0.1044 -3.9317 4.0960 0.00 0.02 -0.01 0.108
H -1.5149 -5.7337 4.1333 -0.01 0.00 0.00 0.111
H -3.7709 -6.5714 3.6033 0.00 0.00 0.00 0.072
H -3.6727 -6.5957 1.8467 0.00 0.00 0.00 0.079
H -4.8816 -5.5964 2.6448 0.00 0.01 0.00 0.074
H -3.9302 -3.6083 1.3457 -0.01 0.00 0.00 0.116
H -4.6316 -1.4513 1.6168 -0.03 0.03 -0.01 0.131
H -4.6971 0.3491 -0.4542 -0.02 -0.01 0.00 0.105
H -2.0561 0.5188 -1.2095 -0.05 -0.01 -0.01 0.058
H 4.1859 -0.5969 4.1027 0.02 0.00 0.02 0.127
H 4.2627 -2.6355 2.2422 0.01 -0.01 -0.02 0.132
H 4.9151 -1.7992 -0.3036 0.00 -0.02 0.00 0.097
H 3.0817 0.1852 -0.7843 0.01 0.00 0.02 0.084
I -2.3543 -1.6976 -3.8228 0.00 0.05 0.00 1.021
C -2.5967 -0.2464 -5.3151 -0.07 0.07 -0.12 -0.618
C -3.8205 -0.2826 -5.9319 0.01 -0.13 0.16 -0.181
C -4.0822 0.4592 -7.0928 0.03 0.09 -0.12 -0.077
C -3.0736 1.1752 -7.6600 -0.01 -0.03 0.04 -0.037
C -1.8009 1.2422 -7.0459 -0.02 -0.02 0.01 -0.164
C -0.7734 1.9574 -7.7079 0.03 0.00 0.00 -0.033
C 0.4646 2.0579 -7.1589 -0.03 0.01 -0.07 -0.061
C 0.6867 1.5302 -5.8747 -0.04 -0.05 0.07 -0.099
C -0.2747 0.8474 -5.1658 0.05 0.04 -0.10 -0.299
P 0.0380 0.5871 -3.3552 -0.09 0.04 -0.03 1.040
C 1.2806 1.9074 -3.0627 0.07 -0.06 0.04 -0.399
C 2.6411 1.6850 -2.8661 -0.01 -0.01 -0.01 -0.118
C 3.4994 2.7421 -2.5849 0.01 0.02 0.01 -0.080
C 3.0120 4.0375 -2.5155 0.00 -0.02 -0.02 -0.086
C 1.6584 4.2717 -2.7233 0.01 0.04 0.01 -0.089
C 0.8022 3.2159 -2.9792 -0.05 0.03 -0.02 -0.125
C 1.0606 -0.9284 -3.2914 -0.01 -0.04 -0.03 -0.442
C 1.9138 -1.3407 -4.3127 -0.05 0.04 0.02 -0.091
C 2.6267 -2.5239 -4.1948 0.03 -0.03 -0.01 -0.077
C 2.4887 -3.3108 -3.0585 0.00 -0.03 0.00 -0.082
C 1.6351 -2.9144 -2.0406 0.03 0.02 0.05 -0.079
C 0.9243 -1.7291 -2.1598 0.02 0.02 0.04 -0.155
C -1.5468 0.5964 -5.7992 0.10 -0.03 0.07 -0.195
H -4.5919 -0.9314 -5.5396 0.01 0.00 0.01 0.079
H -5.0618 0.4116 -7.5489 0.00 0.01 0.00 0.107
H -3.2178 1.7066 -8.5923 -0.03 0.00 -0.01 0.113
H -1.0028 2.4081 -8.6656 0.02 0.02 0.00 0.114
H 1.2636 2.5799 -7.6687 -0.01 0.01 -0.01 0.108
H 1.6474 1.7230 -5.4161 -0.01 0.01 0.02 0.100
H 3.0428 0.6819 -2.9466 -0.02 0.01 -0.01 0.090
H 4.5527 2.5458 -2.4276 0.01 0.02 0.00 0.106
H 3.6783 4.8617 -2.2977 0.01 0.00 0.00 0.104
H 1.2668 5.2793 -2.6654 0.00 0.00 0.00 0.109
H -0.2554 3.4108 -3.1244 0.00 -0.02 0.00 0.105
H 2.0100 -0.7408 -5.2098 0.01 -0.02 0.00 0.100
H 3.2843 -2.8387 -4.9953 0.00 0.00 0.00 0.103
H 3.0394 -4.2391 -2.9734 0.00 0.00 0.00 0.103
H 1.5160 -3.5246 -1.1542 0.00 0.00 0.00 0.110
H 0.2300 -1.4402 -1.3762 -0.02 -0.02 -0.01 0.071
```
Positions in Å, forces in eV/Å.

***

(2)
# C52H49N10O5Rb

C52H49N10O5Rb as an isolated structure (ωB97M-V/def2-TZVPD, the OMol25 dataset).

Properties
E, eV: -80509.6234
LUMO, eV: 3.254
HOMO, Eh: -0.04601
Total charge: -2

XYZ file:
```
117
Properties=species:S:1:pos:R:3:forces:R:3:lowdin_charge:R:1
Rb 0.7988 1.4233 0.7223 -0.34 0.62 0.39 0.834
O 0.9728 -0.5893 -0.9483 0.08 -0.46 -0.32 -0.161
C 1.8407 -1.3801 -1.8067 -0.01 -0.01 0.01 -0.343
C 0.9425 -1.7765 -4.1820 -0.01 0.04 -0.02 -0.103
C 2.0934 -2.3053 -4.6574 -0.01 -0.02 -0.01 -0.156
C 3.4431 -2.0973 -4.1863 0.02 0.02 0.00 -0.137
C 3.9360 -1.5111 -3.0192 0.01 -0.01 -0.02 -0.108
C 3.2928 -1.0699 -1.8571 0.00 0.00 0.05 -0.202
C 3.9945 -0.2842 -0.9038 -0.05 0.01 -0.04 -0.169
N 3.5018 0.3018 0.1315 0.08 0.06 0.09 -0.047
C 4.4023 1.0724 0.9555 0.06 0.06 -0.03 -0.261
C 4.0706 2.5739 0.9486 0.07 0.01 0.00 -0.246
N 3.0149 2.9149 1.8836 0.08 -0.01 -0.13 -0.028
C 3.1526 3.9792 2.5573 -0.01 -0.06 0.08 -0.134
C 2.2360 4.5296 3.5530 0.00 0.01 -0.02 -0.139
C 2.6295 5.7253 4.1599 0.00 0.01 0.01 -0.090
C 1.8811 6.3597 5.1325 0.00 0.00 -0.01 -0.148
C 0.6753 5.7637 5.5178 0.01 0.01 0.00 -0.133
C 0.2511 4.5887 4.9464 -0.01 0.00 0.01 -0.035
C 0.9962 3.9081 3.9319 0.02 -0.01 0.02 -0.381
O 0.5724 2.8231 3.4177 -0.04 -0.11 -0.06 -0.157
H -0.0220 -2.1150 -4.5463 0.01 0.00 0.01 0.090
H 2.0114 -2.9836 -5.5062 0.00 0.00 0.00 0.080
H 4.2089 -2.4506 -4.8714 0.00 0.01 0.00 0.056
H 5.0198 -1.3891 -3.0057 0.00 -0.01 0.00 0.092
H 5.0764 -0.1823 -1.1152 0.00 -0.02 -0.01 0.111
H 5.4544 0.9648 0.6330 -0.02 -0.07 -0.03 0.095
H 4.3287 0.7185 1.9897 0.06 0.01 0.02 0.106
H 3.7387 2.8297 -0.0643 0.01 0.01 0.01 0.116
H 4.9862 3.1550 1.1522 -0.01 0.00 0.02 0.098
H 4.0658 4.5880 2.4201 0.00 0.00 0.01 0.108
H 3.5706 6.1662 3.8408 0.00 0.00 0.00 0.094
H 2.2126 7.2908 5.5743 0.00 0.00 0.00 0.074
H 0.0598 6.2381 6.2764 0.00 0.00 0.00 0.086
H -0.6919 4.1422 5.2440 0.00 0.00 -0.01 0.093
C -1.6019 -1.7982 -7.1731 0.00 -0.01 0.00 -0.092
O -1.5866 -0.7606 -6.2245 0.00 0.02 -0.02 -0.100
C -2.7825 -0.3229 -5.7301 -0.02 -0.01 0.04 -0.218
C -4.0170 -0.6585 -6.2496 -0.01 0.00 -0.01 -0.044
C -5.1807 -0.1626 -5.6592 0.00 0.00 -0.01 -0.123
C -5.0815 0.6528 -4.5483 0.01 0.00 0.00 -0.112
C -3.8394 0.9811 -4.0128 0.01 0.04 -0.03 -0.026
C -2.6670 0.5098 -4.5959 -0.05 -0.08 0.03 -0.170
N -1.3954 0.7621 -4.1209 0.02 0.08 -0.09 0.162
C -1.0966 1.4661 -2.9190 -0.01 0.00 0.13 -0.352
N -1.5661 2.7355 -2.9460 0.02 0.02 0.00 0.129
C -1.4842 3.7953 -1.9794 0.00 -0.01 0.00 -0.230
C -1.0161 3.6241 -0.6791 0.05 -0.02 0.07 -0.111
C -1.0147 4.8156 0.0783 -0.05 0.04 -0.02 -0.188
C -1.4365 6.0486 -0.3971 0.00 0.00 0.01 -0.140
C -1.9115 6.1641 -1.7040 -0.01 0.02 -0.01 -0.085
C -1.9341 5.0258 -2.4893 0.01 0.02 0.00 -0.238
O -2.3801 5.0304 -3.8138 -0.04 -0.02 0.02 -0.128
C -3.0364 6.1845 -4.2601 0.01 0.01 -0.02 -0.126
N -0.4177 0.9540 -1.9711 0.04 -0.11 -0.03 0.156
C -0.0057 -0.4009 -2.0044 -0.07 -0.06 -0.21 -0.370
C 1.0620 -0.8376 -3.0471 0.00 -0.06 0.02 -0.124
C 1.5842 -2.8446 -1.5680 -0.01 0.01 0.00 -0.016
C 0.3710 -3.3770 -1.4227 0.00 0.00 -0.01 -0.074
C -0.9262 -2.7101 -1.5264 0.01 -0.06 0.01 -0.016
C -1.1357 -1.4123 -1.7957 0.06 0.02 0.00 -0.164
O -2.3630 -0.8494 -1.8945 -0.01 0.03 0.02 -0.075
C -3.4823 -1.6864 -1.7383 -0.04 0.00 0.00 -0.078
H -2.0399 -1.4702 -8.1219 0.01 0.00 0.00 0.087
H -2.1592 -2.6647 -6.8027 0.00 0.00 0.00 0.097
H -0.5624 -2.0765 -7.3298 0.00 0.00 0.00 0.090
H -4.0836 -1.3046 -7.1147 0.00 0.00 0.00 0.094
H -6.1468 -0.4246 -6.0715 0.00 0.00 0.00 0.086
H -5.9759 1.0354 -4.0721 0.00 0.00 0.00 0.095
H -3.7713 1.5956 -3.1258 0.00 0.00 0.00 0.120
H -0.6901 0.1036 -4.4214 0.01 -0.01 -0.01 0.114
H -1.9052 3.0311 -3.8461 0.01 -0.02 -0.02 0.123
H -0.6635 4.7797 1.1102 0.00 0.00 0.00 0.063
H -1.4048 6.9325 0.2352 0.00 0.00 0.00 0.079
H -2.2438 7.1201 -2.0874 0.01 -0.01 0.01 0.080
H -3.4292 5.9591 -5.2515 0.00 0.00 0.00 0.082
H -2.3544 7.0394 -4.3354 0.00 0.00 0.01 0.084
H -3.8625 6.4581 -3.5946 0.00 0.00 -0.01 0.089
H 1.5833 0.0763 -3.3420 0.01 0.00 0.02 0.171
H 2.4579 -3.4845 -1.5170 0.00 0.00 -0.02 0.113
H 0.3117 -4.4424 -1.2190 0.01 0.00 -0.01 0.095
H -1.7860 -3.3504 -1.3757 0.02 0.02 0.01 0.086
H -4.3547 -1.0521 -1.8761 0.00 0.00 0.00 0.086
H -3.5028 -2.1351 -0.7402 0.00 0.01 0.00 0.097
H -3.4888 -2.4822 -2.4914 0.00 0.01 0.00 0.096
C 2.1718 -4.0381 1.6001 -0.02 0.00 0.02 -0.059
C 2.6677 -2.7427 1.6883 -0.04 0.00 -0.06 -0.126
N 2.2816 -1.8882 2.6285 0.05 0.14 0.12 0.097
C 1.3610 -2.2942 3.4952 0.02 -0.01 0.00 -0.107
C 0.7929 -3.5660 3.4944 -0.09 -0.07 -0.01 -0.198
C 1.2231 -4.4551 2.5139 0.05 -0.01 -0.02 -0.035
C -0.3097 -3.8386 4.4331 0.07 0.01 -0.01 -0.012
C -0.5321 -4.8738 5.2532 0.01 -0.04 0.00 -0.043
C 0.3042 -6.0356 5.5645 -0.04 0.04 -0.01 -0.264
C -0.0799 -6.8824 6.6114 0.01 -0.02 0.00 -0.024
C 0.7349 -7.9520 6.9068 0.00 0.01 0.00 -0.155
N 1.8643 -8.2035 6.2419 0.01 -0.01 0.00 0.057
C 2.1418 -7.3413 5.2684 0.00 -0.01 0.01 -0.211
N 1.4332 -6.2876 4.8923 0.01 0.00 0.01 0.142
H 2.5008 -4.6891 0.8015 0.00 0.00 0.00 0.098
H 3.3719 -2.3579 0.9577 0.00 -0.01 0.00 0.100
H 1.0446 -1.5660 4.2359 0.02 -0.02 0.01 0.113
H 0.7979 -5.4479 2.4617 0.00 0.01 -0.01 0.106
H -1.0527 -3.0415 4.4580 0.01 0.00 0.02 0.083
H -1.4389 -4.8280 5.8479 0.00 0.01 0.00 0.098
H -0.9869 -6.6957 7.1701 0.00 0.00 0.00 0.103
H 0.4829 -8.6401 7.7075 0.00 0.00 0.00 0.099
H 3.0564 -7.5225 4.7127 0.00 0.00 0.00 0.106
N -1.1840 1.0256 4.1972 0.01 0.06 -0.07 0.072
C -2.1265 0.9787 5.1833 0.01 -0.06 0.02 -0.126
C -2.6745 -0.2752 5.1277 0.00 0.02 0.01 -0.193
N -2.0893 -1.0037 4.1216 -0.01 0.09 0.01 0.024
C -1.2089 -0.1753 3.5889 0.01 0.01 0.10 -0.228
H -0.5322 1.8342 3.9511 -0.04 -0.05 -0.01 0.088
H -2.3215 1.8194 5.8268 0.00 0.00 -0.01 0.094
H -3.4536 -0.6922 5.7466 0.00 0.01 0.00 0.075
H -0.5444 -0.4191 2.7764 -0.04 -0.03 -0.06 0.095
```
Positions in Å, forces in eV/Å.

***

Among the records above, which one has the highest E?
C52H49N10O5Rb

***

HOMO of number 2 (C52H49N10O5Rb)?
-0.04601 Eh

***

LUMO of number 2 (C52H49N10O5Rb)?
3.254 eV

***

Which of these has the lowest LUMO?
C52H49CaIN5P